This record from the Open Molecules 2025 dataset describes a 10-piece molecular cluster, H21O10 overall at a distorted geometry. The level of theory is wB97M-V/def2-TZVPD.

Element x y z (Å)
1 H -0.054 -2.277 2.620
2 H -1.613 -1.138 1.306
3 O 0.997 1.355 4.072
4 H -0.017 -2.344 -0.143
5 H -0.670 3.747 1.738
6 O -1.351 -1.202 0.373
7 O 1.024 -0.644 -1.715
8 H 0.790 4.037 1.740
9 O 0.414 -1.445 2.747
10 H -2.314 1.918 -0.498
11 H -1.176 -1.054 -2.968
12 H 1.312 0.967 3.240
13 H -2.396 -1.018 -3.457
14 H -0.026 -0.950 3.452
15 H 0.411 1.964 3.610
16 O -2.266 1.001 -0.775
17 O -1.538 -0.787 -3.865
18 H -1.656 0.880 -1.505
19 H 1.817 -0.182 -2.075
20 H -2.064 -0.620 0.029
21 O -0.704 1.839 -3.557
22 H 2.322 -1.533 2.039
23 O 0.931 -2.624 0.031
24 H 0.282 1.741 -3.701
25 H -0.915 1.108 -4.205
26 H 3.056 -0.940 0.836
27 O 2.183 -0.894 1.314
28 O 0.178 3.296 1.809
29 H 0.342 -0.290 -2.326
30 H 1.476 -1.571 0.702
31 H 1.227 -2.340 -0.869

Calculated values
Kohn-Sham gap (spin up / spin down): 3.2 / 11.2 eV
Energy relative to the best compared isomer or geometry (same formula, charge and spin): 0.494 eV
⟨S²⟩: 0.751
Multiplicity: 2
Net charge: 0
Calculated total energy: -764.8132 Ha

Here are the Mulliken charges for atoms 1 to 2, given in e: number 1, H, carries 0.309; number 2, H, carries 0.295

This record from the Open Molecules 2025 dataset describes an isolated molecule of C7H13N at a distorted geometry. The level of theory is wB97M-V/def2-TZVPD.

Element x y z (Å)
1 H -1.884 -0.971 1.466
2 N 0.179 0.771 0.947
3 C 1.110 -0.267 0.665
4 C -0.398 0.786 -0.385
5 H 0.490 -2.167 -0.211
6 C 0.848 1.490 -1.131
7 H 2.110 -0.372 -1.103
8 H 1.755 -0.563 1.465
9 C -1.857 0.414 -0.170
10 C 1.843 0.427 -0.501
11 C 0.057 -1.472 0.549
12 H -2.363 0.424 -1.178
13 H 1.052 2.466 -0.832
14 H -2.093 -1.722 -0.067
15 H 0.030 -2.061 1.422
16 H -2.336 1.106 0.493
17 H 0.928 1.495 -2.177
18 H -0.516 0.429 1.581
19 H -0.246 -0.114 -1.014
20 C -1.544 -0.989 0.423
21 H 2.834 0.889 -0.241

Calculated values
Kohn-Sham gap: 9.8 eV
Energy relative to the best compared isomer or geometry (same formula, charge and spin): 4.280 eV
Structure (SMILES): C1C[C@H]2CC[C@H](C1)N2
Net charge: 0
Calculated total energy: -329.1142 Ha

Here are the Mulliken charges for atoms 1 to 2, given in e: number 1, H, carries 0.441; number 2, N, carries -0.686

This record from the Open Molecules 2025 dataset describes a 11-piece molecular cluster, C28H29Cl30F3N2O7S3 overall at a distorted geometry. The level of theory is wB97M-V/def2-TZVPD.

Element x y z (Å)
1 C -5.170 2.731 -1.931
2 H 0.839 -0.222 -1.291
3 Cl 8.750 -11.508 -3.240
4 Cl 3.969 4.131 8.316
5 H 1.210 -10.128 1.638
6 N -6.643 0.277 1.842
7 O -6.642 -0.929 -4.178
8 Cl 2.121 -7.116 -2.812
9 C -0.151 0.179 -1.088
10 H 8.230 0.163 0.201
11 O -6.575 1.656 -4.844
12 H 2.525 -3.975 -0.859
13 H -4.947 7.604 3.150
14 H -4.697 4.790 -1.919
15 O -7.053 2.966 -4.513
16 Cl 8.010 -1.031 -1.798
17 Cl 8.803 -8.643 -2.767
18 H 0.082 7.363 5.395
19 C 7.446 -0.440 -0.238
20 Cl 0.542 -7.991 0.959
21 Cl 11.021 -2.926 3.594
22 C -3.088 3.824 -3.010
23 C -2.369 0.931 0.448
24 F -5.231 -3.298 -3.178
25 C 3.473 -7.932 -3.591
26 C 3.227 -3.526 -1.549
27 Cl 5.178 3.216 1.531
28 S -6.551 -1.083 -2.755
29 C -6.223 1.630 1.625
30 F -4.912 -2.450 -1.199
31 C 8.144 -10.189 -2.237
32 Cl 0.522 7.053 3.122
33 C -2.199 -0.391 -0.304
34 H 5.635 5.254 2.587
35 Cl 7.109 -1.788 0.854
36 Cl -0.591 5.155 5.027
37 Cl 2.486 -9.748 -0.288
38 Cl -3.545 7.614 5.016
39 Cl -3.277 9.133 2.558
40 Cl 3.313 5.095 2.776
41 H -1.229 2.975 -2.479
42 C -2.216 3.053 -2.022
43 H -2.772 -1.192 0.157
44 H -2.767 0.703 1.443
45 H -2.981 3.375 -3.996
46 C -5.386 2.819 -0.534
47 H 3.084 -8.763 -4.163
48 Cl 2.099 6.174 5.407
49 Cl 11.293 -1.794 0.933
50 C 0.477 6.542 4.812
51 C -3.873 7.636 3.283
52 Cl 6.014 0.571 -0.432
53 H -5.113 3.726 -0.007
54 Cl 5.321 3.775 4.379
55 C 4.949 4.442 2.786
56 H -2.587 2.046 -1.855
57 H 7.069 -10.151 -2.348
58 H 0.872 1.188 0.464
59 Cl -0.295 -10.563 -0.099
60 Cl 3.686 -1.944 -0.918
61 H -4.936 0.588 -4.506
62 H 6.183 3.735 8.958
63 O -7.697 -1.705 -2.172
64 C -6.801 -0.377 0.557
65 C -1.360 3.084 0.773
66 S -2.049 4.064 -0.522
67 H -2.697 4.838 -3.113
68 C -5.085 -2.188 -2.491
69 H -5.853 -0.217 2.262
70 C 1.013 -9.669 0.678
71 Cl 4.596 -8.570 -2.382
72 Cl 8.510 -10.478 -0.535
73 Cl 4.310 -6.844 -4.696
74 H -5.204 4.176 -3.460
75 O -6.160 2.470 2.452
76 H 0.344 2.243 -0.809
77 Cl 5.069 1.802 9.659
78 Cl -3.172 6.233 2.472
79 H -0.622 0.384 -2.056
80 F -3.996 -1.525 -2.920
81 C -5.940 1.747 0.171
82 S -1.003 3.868 2.145
83 O -7.277 -1.451 0.483
84 Cl 11.042 -4.667 1.269
85 H 9.498 -3.000 1.820
86 Cl 2.430 -3.363 -3.117
87 H -4.701 2.333 -4.494
88 H -2.542 -0.296 -1.340
89 C -5.539 1.546 -2.650
90 C 5.398 3.122 8.537
91 C -4.567 3.956 -2.606
92 C -6.096 0.435 -1.923
93 Cl 4.636 -4.577 -1.667
94 C -5.346 1.528 -4.157
95 O -0.848 -0.824 -0.371
96 H -7.938 2.960 -4.898
97 C -6.275 0.576 -0.517
98 H -3.169 1.495 -0.037
99 C 0.028 1.391 -0.198
100 Cl 5.962 2.501 6.984
101 C 10.573 -3.087 1.895
102 N -1.134 1.695 0.657

Calculated values
Kohn-Sham gap: 7.5 eV
Structure (SMILES): O=C1NC(=O)c2c1cc(CCCSC(=S)N1CCOCC1)c(COO)c2S(=O)(=O)C(F)(F)F.ClC(Cl)Cl.ClC(Cl)Cl.ClC(Cl)Cl.ClC(Cl)Cl.ClC(Cl)Cl.ClC(Cl)Cl.ClC(Cl)Cl.ClC(Cl)Cl.ClC(Cl)Cl.ClC(Cl)Cl
Net charge: 0
Calculated total energy: -17020.2233 Ha

Here are the Mulliken charges for atoms 1 to 2, given in e: number 1, C, carries 1.710; number 2, H, carries 0.395

This record from the Open Molecules 2025 dataset describes a 9-piece molecular cluster, C39H79NO11S overall at a distorted geometry. The level of theory is wB97M-V/def2-TZVPD.

Element x y z (Å)
1 H -3.371 0.884 -11.160
2 H 5.826 -0.473 -7.482
3 H 1.964 1.290 2.162
4 H 1.330 -3.035 4.556
5 H -5.401 -0.977 -7.178
6 C 1.063 1.580 2.711
7 C -4.304 1.310 -11.544
8 O 0.025 -1.464 4.789
9 H -6.228 -3.126 7.855
10 H 6.137 -1.153 -5.881
11 H -1.449 0.031 -6.309
12 H 1.601 -4.859 7.427
13 O 7.818 1.070 -5.351
14 C -1.047 1.345 -2.748
15 C -3.840 3.608 -11.823
16 H -3.184 2.076 -13.261
17 H -1.462 3.096 -1.613
18 C 3.210 1.434 7.619
19 C 5.497 0.903 -5.795
20 H -4.395 -5.020 4.992
21 C -4.439 -0.630 -7.555
22 C 0.887 3.827 2.012
23 H -0.554 -6.961 7.880
24 H 2.100 -7.657 8.520
25 H -4.545 3.914 -9.775
26 H 3.027 0.681 8.384
27 C 0.506 -2.743 5.218
28 C 2.043 1.597 6.657
29 H 3.215 -6.287 8.581
30 H -4.347 -0.946 -8.598
31 H -6.299 -5.444 6.426
32 H -2.767 1.890 -1.615
33 C -0.079 -6.007 8.134
34 H -4.010 -1.973 6.733
35 C 1.314 -5.908 7.535
36 H 4.119 1.512 -2.932
37 H 4.112 1.150 7.070
38 N -0.480 0.193 -2.711
39 H 1.796 5.552 -2.258
40 H 3.934 3.866 6.337
41 H -5.294 -5.384 7.879
42 C -4.846 3.418 -10.699
43 H 0.891 -2.665 6.236
44 H 4.644 1.792 -1.287
45 H -4.674 1.405 -8.316
46 H -1.283 1.635 -0.616
47 C -4.272 0.878 -7.452
48 H -2.016 -1.224 4.833
49 H 2.602 4.657 7.203
50 H -4.914 2.436 -13.278
51 H 7.847 0.861 -7.395
52 H -3.830 -2.993 8.174
53 O -0.049 3.064 1.233
54 H 4.347 3.056 8.582
55 H 1.845 -5.141 10.218
56 H 1.160 2.590 -2.052
57 C 6.537 1.344 -4.776
58 H 6.452 0.766 -3.848
59 O 0.496 0.085 -1.700
60 H 1.085 1.470 7.171
61 C -5.612 -3.436 7.012
62 O -3.375 -3.915 6.394
63 H -0.062 1.016 0.924
64 H -0.322 1.870 -4.721
65 H 3.918 3.963 -2.237
66 H -5.836 3.788 -10.986
67 H 5.307 1.708 -6.510
68 H -0.981 -3.418 2.991
69 H 0.452 4.796 2.260
70 O -2.862 1.127 -7.350
71 H 2.619 3.022 8.951
72 C -4.037 2.335 -12.634
73 H 3.120 3.435 -0.783
74 H 1.391 -6.384 6.558
75 H -0.351 -4.740 4.943
76 H -3.615 -5.967 6.275
77 H -2.826 3.636 -11.417
78 H -1.273 -1.055 3.229
79 C 1.464 -6.112 9.884
80 C 3.039 3.692 6.945
81 H -0.734 -5.196 7.812
82 C -3.245 -1.133 -6.753
83 C 2.163 -6.570 8.612
84 C 7.651 0.247 -6.510
85 H -2.490 -3.413 3.914
86 C 6.213 -0.248 -6.488
87 C -1.251 -1.626 4.159
88 H 0.882 0.835 3.486
89 C 1.213 2.996 3.243
90 H 2.197 3.207 3.652
91 H 6.465 2.405 -4.533
92 H 0.172 4.844 -2.416
93 H -1.155 3.164 -3.872
94 C -0.104 1.728 1.750
95 C 3.361 2.846 8.168
96 C 3.201 3.224 -1.861
97 H 0.475 3.179 4.026
98 H -3.469 -1.088 -5.684
99 C 3.762 1.792 -1.938
100 C -1.162 2.089 -4.059
101 H 8.378 -0.566 -6.484
102 O 2.843 0.857 -1.348
103 C -0.665 -3.707 5.102
104 H -4.752 1.270 -6.547
105 H -2.065 1.792 -4.611
106 H 1.566 -6.825 10.703
107 H -6.058 -3.036 6.098
108 C 1.792 3.395 -2.438
109 C -1.684 2.026 -1.551
110 H 2.083 0.897 5.821
111 H -1.648 -0.387 -8.023
112 H -1.269 -3.670 6.004
113 C -4.168 -2.976 7.133
114 O -4.948 2.008 -10.472
115 C -4.177 -5.056 6.065
116 H -4.945 0.493 -11.881
117 C -1.442 -3.118 3.937
118 H 1.817 3.361 -3.532
119 C -2.180 -0.107 -7.107
120 H 1.781 3.992 1.398
121 O 1.929 0.582 -3.706
122 C 1.159 4.713 -1.958
123 H -4.005 4.522 -12.390
124 O 0.079 -5.957 9.556
125 S 2.026 -0.076 -2.427
126 O 2.107 2.941 6.161
127 H 4.547 0.622 -5.340
128 H 1.002 4.664 -0.877
129 C -5.449 -4.945 6.890
130 H -1.062 1.605 2.269
131 H -2.949 -2.153 -6.996

Calculated values
Kohn-Sham gap: 9.1 eV
Net charge: 0
Calculated total energy: -2813.7096 Ha

Here are the Mulliken charges for atoms 1 to 2, given in e: number 1, H, carries 0.217; number 2, H, carries 0.340